The following is a DFT calculation (ωB97M-V/def2-TZVPD) of a gas-phase ion, C5H9N3S (charge +2).

Each line ends with the Mulliken charge.
CARTESIAN COORDINATES (ANGSTROEM)
C  -0.062984  0.079316  -0.059857  0.795
C  0.787600  -1.878700  0.914379  0.630
C  0.081456  1.289802  -0.846044  -1.411
C  2.293212  -0.484423  -0.283622  -0.920
C  -2.468661  0.562678  0.323812  -0.828
N  -1.392740  -1.310578  1.165660  -0.698
N  0.947162  -0.757870  0.204497  0.135
N  -1.316475  -0.291118  0.515276  0.712
S  1.151016  -3.207485  1.595713  0.093
H  -0.838867  1.558017  -1.369881  0.403
H  0.895907  1.230535  -1.571093  0.416
H  0.313068  2.153172  -0.200785  0.450
H  3.004007  -1.181508  0.161047  0.305
H  2.598445  0.530946  -0.022090  0.412
H  2.337601  -0.605115  -1.370524  0.421
H  -3.290344  0.164419  0.926852  0.292
H  -2.784294  0.562129  -0.723578  0.400
H  -2.255108  1.585785  0.640238  0.393

Force components x, y, z for each atom (eV/Å):
C 1.4 -0.5 0.0
C -1.9 -2.6 2.0
C 0.2 0.3 -0.5
C 1.7 0.4 -0.7
C -1.6 1.2 -0.3
N 1.8 -1.3 0.3
N -1.3 1.6 -0.6
N -0.1 -0.2 0.2
S -0.2 1.8 -1.0
H 0.0 -0.1 0.1
H 0.0 -0.1 0.1
H 0.0 -0.1 0.2
H -0.2 0.0 0.1
H -0.1 -0.1 0.1
H -0.2 -0.1 0.1
H 0.4 0.0 -0.1
H 0.2 -0.1 0.1
H 0.1 -0.1 0.0

Electronic energy: -757.53678 hartree
Kohn-Sham gap: 6.76 eV
Energy relative to the best compared isomer or geometry (same formula, charge and spin): 132.6 kJ/mol
Highest occupied orbital energy: -18.46 eV
Charge: +2

---

The following is a DFT calculation (ωB97M-V/def2-TZVPD) of a gas-phase ion, C5H9N4 (charge +1).

Each line ends with the Mulliken charge.
CARTESIAN COORDINATES (ANGSTROEM)
N  -1.184281  1.823743  0.041854  -0.448
C  -0.982134  0.444913  0.107535  0.689
N  0.748586  0.033124  0.142676  0.283
C  1.525978  -1.062070  0.015250  -0.089
C  2.850919  -0.664733  -0.064534  -0.132
N  2.846122  0.680707  0.050437  -0.777
N  1.608229  1.046049  0.133640  0.250
C  -1.716067  -0.670808  0.759407  -0.617
C  -1.601360  -0.558954  -0.791583  -0.720
H  -1.540323  2.298152  0.899914  0.291
H  -1.482060  2.091759  -0.807312  0.252
H  1.209842  -2.083733  -0.398499  0.267
H  3.615472  -1.339023  -0.437260  0.371
H  1.373364  1.990524  0.301976  0.290
H  -2.620759  -0.444618  1.318108  0.305
H  -1.145805  -1.580012  1.014554  0.228
H  -0.988325  -1.455077  -0.902869  0.228
H  -2.517391  -0.549938  -1.383301  0.327

Force components x, y, z for each atom (eV/Å):
N 1.3 -2.7 4.9
C 0.8 -0.4 -0.8
N -0.4 0.5 -0.2
C -1.2 -1.7 -1.8
C -1.4 0.9 -0.3
N 1.2 -0.3 -0.4
N 0.8 -1.7 0.4
C 0.2 0.0 0.0
C -0.3 -1.7 1.2
H 0.4 -0.6 -1.3
H -1.3 1.6 -3.3
H -0.1 1.7 1.4
H 0.5 0.7 0.7
H -0.6 1.1 0.2
H 0.2 0.0 -0.2
H -0.5 1.0 0.8
H -0.1 0.7 -1.3
H 0.5 0.9 0.0

Electronic energy: -414.57811 hartree
Kohn-Sham gap: 11.48 eV
Energy relative to the best compared isomer or geometry (same formula, charge and spin): 408.8 kJ/mol
Highest occupied orbital energy: -14.94 eV
SMILES string: NC1([n+]2ccn[nH]2)CC1
Charge: +1

---

The following is a DFT calculation (ωB97M-V/def2-TZVPD) of a gas-phase ion, C5H9N4 (charge +1).

Each line ends with the Mulliken charge.
CARTESIAN COORDINATES (ANGSTROEM)
C  0.741305  2.735153  0.516861  -0.176
N  0.031679  2.114024  -0.432829  -0.078
C  0.796601  1.088235  -1.257937  -0.506
C  0.259265  -0.210432  -0.648701  0.316
C  -0.181330  -0.518300  0.677205  -0.423
C  -0.702396  -1.830751  0.653151  0.125
N  -1.250457  -2.752919  1.567184  -0.444
N  -0.520099  -2.400903  -0.674330  -0.864
N  -0.171793  -1.274024  -1.276335  0.322
H  0.212825  3.254081  1.254655  0.277
H  1.745874  3.053212  0.589726  0.304
H  -0.982715  2.071429  -0.202543  0.382
H  1.988207  1.245469  -1.154868  0.286
H  0.701217  1.187175  -2.412328  0.332
H  -0.232153  -0.038236  1.572496  0.401
H  -0.858287  -2.865336  2.460554  0.227
H  -1.517833  -3.543759  1.065750  0.267
H  -0.059911  -1.314118  -2.297709  0.252

Force components x, y, z for each atom (eV/Å):
C -3.1 -0.3 -2.7
N 3.8 1.4 2.9
C 1.0 -0.7 -1.2
C -1.1 0.5 2.6
C -0.2 -1.8 -1.2
C 1.0 -3.1 -2.3
N 0.4 3.3 -1.2
N -1.4 3.6 3.8
N 1.8 -1.3 -5.9
H -1.4 0.4 1.1
H 1.6 -1.0 -0.9
H 0.8 -0.5 -0.8
H -2.9 -0.2 0.4
H -0.7 -0.1 2.1
H 0.3 1.9 2.1
H 0.5 -0.2 1.0
H -0.4 -1.7 -0.4
H 0.0 -0.4 0.6

Electronic energy: -414.57534 hartree
Kohn-Sham gap: 5.82 eV
Energy relative to the best compared isomer or geometry (same formula, charge and spin): 416.0 kJ/mol
Highest occupied orbital energy: -11.64 eV
SMILES string: C=[NH+]Cc1cc(N)n[nH]1
Charge: +1

---

The following is a DFT calculation (ωB97M-V/def2-TZVPD) of a gas-phase ion, C5H9N4O (charge +1).

Each line ends with the Mulliken charge.
CARTESIAN COORDINATES (ANGSTROEM)
O  0.007798  -1.829290  -0.077945  -0.466
C  -0.709648  -0.889573  0.533591  0.405
N  -1.498073  -0.115728  -0.132582  -0.487
N  -1.234070  -0.303550  -1.501632  -0.302
C  -0.009218  0.493042  -1.975014  -0.641
N  1.033917  0.515563  -1.002298  -0.123
C  0.858886  1.262308  0.026832  0.125
N  1.288015  1.056890  1.293030  -0.323
C  0.927107  0.225430  2.141493  -0.113
C  -0.290583  -0.573358  1.915940  -0.645
H  -0.500719  -2.069123  -0.842683  0.482
H  -2.169331  0.084459  -2.010022  0.334
H  -0.167661  1.545460  -2.258622  0.388
H  0.387482  0.048062  -2.857661  0.399
H  1.472541  -0.402082  -0.969355  0.391
H  0.302448  2.203000  -0.105416  0.392
H  1.510182  0.313785  3.101234  0.429
H  -0.033297  -1.510056  2.377544  0.385
H  -1.175774  -0.055240  2.343566  0.370

Force components x, y, z for each atom (eV/Å):
O 0.9 -0.6 1.6
C 0.8 1.2 -0.8
N 0.8 0.7 0.8
N -3.1 1.3 -2.3
C -0.9 1.2 -0.7
N 0.5 -1.7 -1.0
C -0.8 1.1 3.2
N 1.5 1.5 -3.4
C 0.2 1.1 1.1
C -1.5 -1.3 1.0
H -0.5 -0.3 -1.5
H 3.2 -1.0 1.3
H -0.7 -0.3 0.3
H 0.0 -0.7 -0.6
H 0.4 0.3 0.8
H 0.2 -0.5 -0.1
H -1.0 -0.9 -0.8
H -0.7 -0.6 0.8
H 0.6 -0.4 0.4

Electronic energy: -489.84341 hartree
Kohn-Sham gap: 8.83 eV
Energy relative to the best compared isomer or geometry (same formula, charge and spin): 335.2 kJ/mol
Highest occupied orbital energy: -13.29 eV
SMILES string: O/C1=N\NC/[NH+]=C/N=C\C1
Charge: +1

---

The following is a DFT calculation (ωB97M-V/def2-TZVPD) of a molecular structure, C5H9N5.

Each line ends with the Mulliken charge.
CARTESIAN COORDINATES (ANGSTROEM)
C  1.379528  -1.393513  -0.515612  -0.031
C  -0.211651  1.533734  -0.671754  -0.125
C  -2.099461  0.150248  0.082224  0.666
C  2.287762  -0.416755  0.350202  -0.424
C  -1.085401  -1.597585  -0.155742  -0.170
N  0.122754  -1.572852  -0.361431  0.043
N  -1.433690  1.162297  -0.236957  -0.323
N  0.991134  1.495322  -0.173293  0.005
N  -3.273752  -0.011174  0.422150  -0.257
N  1.345908  0.600427  0.932438  -0.409
H  1.869586  -1.686668  -1.466126  0.352
H  -0.214456  2.148678  -1.550337  0.413
H  2.850315  -1.005571  1.193166  0.374
H  3.150359  -0.004209  -0.340040  0.368
H  -1.715361  -2.389630  0.242594  0.365
H  1.799926  1.931625  -0.507671  0.275
H  -3.677473  -0.931747  0.529525  0.243
H  -3.862196  0.828627  0.536149  0.309
H  1.776161  1.158754  1.690516  0.324

Force components x, y, z for each atom (eV/Å):
C 0.6 1.3 -0.4
C -1.2 0.7 -0.1
C 6.4 -1.8 -2.8
C 0.2 -1.1 0.7
C -2.0 2.6 1.1
N 1.4 0.1 0.1
N 2.3 0.6 -0.2
N -0.9 -2.7 3.6
N -4.4 -0.3 1.4
N 0.5 0.1 -1.1
H -0.7 -0.2 0.4
H -0.3 0.3 -0.6
H -1.2 1.1 -1.4
H -1.8 -0.7 1.1
H 0.6 -0.5 0.0
H 0.8 1.4 -1.5
H -0.2 0.2 0.1
H 0.1 -0.6 0.1
H -0.2 -0.4 -0.6

Electronic energy: -468.89866 hartree
Kohn-Sham gap: 8.45 eV
Energy relative to the best compared isomer or geometry (same formula, charge and spin): 360.7 kJ/mol
Highest occupied orbital energy: -18.28 eV
Charge: +2

---

The following is a DFT calculation (ωB97M-V/def2-TZVPD) of a single C5H9N5S molecule.

Each line ends with the Mulliken spin population.
CARTESIAN COORDINATES (ANGSTROEM)
C  -1.856365  0.106589  0.013765  0.501
C  1.087213  -1.523752  -0.087335  0.017
C  0.795237  -0.847455  1.226203  -0.015
C  1.375147  -0.442517  -1.212948  0.005
C  0.711354  0.579709  0.807255  -0.034
N  -2.787585  1.087430  -0.297460  0.277
N  -0.766172  0.852889  0.301168  0.187
N  -1.110235  2.169217  0.262649  -0.032
N  -2.256169  2.370073  -0.139815  0.077
N  1.704090  0.625043  -0.244632  0.022
S  -2.350707  -1.447245  0.264144  0.991
H  2.048791  -2.231784  -0.083456  0.001
H  0.334859  -2.243264  -0.394245  -0.003
H  -0.164861  -1.187620  1.460210  0.005
H  1.590402  -1.006000  2.036427  -0.001
H  2.258098  -0.695075  -1.801517  0.001
H  0.378377  -0.130984  -1.774730  -0.011
H  0.898904  1.434952  1.453329  0.003
H  1.688612  1.540904  -0.854014  0.003
H  -3.578999  0.988886  -0.934994  0.006

Force components x, y, z for each atom (eV/Å):
C -0.3 0.3 -1.9
C 3.1 -3.0 -2.4
C 1.7 0.0 0.7
C -2.0 0.0 2.2
C -0.6 1.4 -1.7
N -2.3 1.4 -0.7
N 2.7 2.4 1.6
N 3.3 -0.1 0.7
N -1.6 -1.8 -0.3
N -0.3 3.2 -2.9
S -0.7 -2.1 0.7
H -1.8 1.6 0.4
H -0.5 0.1 0.1
H -1.1 -0.5 1.5
H -1.3 0.2 -1.2
H -0.5 0.1 -0.3
H 2.2 -1.0 0.6
H -0.2 -0.4 0.4
H 0.1 -1.8 2.2
H 0.5 -0.1 0.3

Electronic energy: -867.66948 hartree
Kohn-Sham gap (alpha / beta): 5.91 / 6.68 eV
Energy relative to the best compared isomer or geometry (same formula, charge and spin): 0.0 kJ/mol
Highest occupied orbital energy (alpha / beta): -5.10 / -9.27 eV
<S²>: 2.010
Multiplicity: 3
Charge: 0

---

The following is a DFT calculation (ωB97M-V/def2-TZVPD) of a single C5H9NO molecule.

Each line ends with the Mulliken charge.
CARTESIAN COORDINATES (ANGSTROEM)
C  -0.367572  1.534287  0.097404  -0.919
C  0.392582  0.688264  1.052683  0.175
N  -0.339123  -0.285586  1.815094  -0.673
C  0.379793  -0.883583  0.719825  0.155
C  -0.304487  -1.254396  -0.555403  -1.082
C  0.142360  -0.259460  -1.825376  0.057
O  1.293261  0.045712  -2.054881  -0.489
H  -1.432625  1.637176  0.317093  0.343
H  0.122294  2.472990  -0.186854  0.324
H  -0.366819  0.864884  -0.871627  -0.105
H  1.391246  1.018994  1.336984  0.420
H  0.110978  -0.478467  2.699092  0.257
H  1.338461  -1.369609  0.901606  0.413
H  -1.401606  -1.267545  -0.456131  0.346
H  0.068686  -2.191756  -0.984750  0.374
H  -0.612793  -0.270498  -2.644922  0.404

Force components x, y, z for each atom (eV/Å):
C -0.2 -0.9 -1.6
C 0.6 -1.4 -0.9
N -0.4 -0.2 0.6
C 0.9 1.6 -0.5
C 0.4 1.2 -1.3
C 0.6 -2.6 0.2
O -0.7 -0.2 0.3
H 0.2 0.2 0.3
H -0.2 -0.3 0.2
H -0.6 2.2 1.6
H -0.4 0.0 0.4
H -0.1 -0.1 0.1
H -0.3 0.1 0.2
H 0.4 0.0 -0.2
H -0.2 -0.1 0.4
H 0.0 0.4 0.3

Electronic energy: -325.80721 hartree
Kohn-Sham gap: 10.18 eV
Energy relative to the best compared isomer or geometry (same formula, charge and spin): 342.2 kJ/mol
Highest occupied orbital energy: -9.19 eV
SMILES string: C[C@H]1N[C@H]1CC=O
Charge: 0